1.
Formula: C38H50ClF5IrN3O2S
Source: the Open Molecules 2025 dataset
Level of theory: the ωB97M-V functional and the def2-TZVPD basis

Atoms and positions in Å:
Ir: -0.0161 0.0001 0.6832
C: 0.7947 -1.2119 -1.0204
C: 0.4760 -0.4946 -2.2593
C: 1.6627 0.2224 -2.6645
C: 2.7009 -0.2815 -1.8886
C: 2.2372 -1.2755 -1.0124
C: 3.0985 -2.4072 -0.5191
C: 2.5740 -3.1523 0.7080
C: 4.5411 -1.9546 -0.2790
C: 3.0778 -3.4029 -1.7068
C: 1.9605 1.2638 -3.7399
C: 0.7528 2.0687 -4.2222
C: 2.9682 2.2785 -3.1636
C: 2.6414 0.5739 -4.9370
C: -0.7681 -0.8793 -3.0691
C: -0.3259 -1.2454 -4.4953
C: -1.8689 0.1889 -3.1244
C: -1.4266 -2.1429 -2.4876
H: 0.2477 -2.1243 -0.8293
H: 3.7371 -0.0150 -1.9926
H: 2.6437 -2.5455 1.6068
H: 3.1795 -4.0468 0.8549
H: 1.5421 -3.4744 0.5721
H: 4.5875 -1.1557 0.4593
H: 5.0142 -1.6110 -1.1974
H: 5.1260 -2.7960 0.0918
H: 2.0770 -3.8049 -1.8672
H: 3.7476 -4.2329 -1.4811
H: 3.4160 -2.9308 -2.6288
H: 0.2109 2.5092 -3.3847
H: 0.0555 1.4875 -4.8197
H: 1.1114 2.8800 -4.8571
H: 2.5906 2.7240 -2.2457
H: 3.1403 3.0669 -3.8965
H: 3.9342 1.8306 -2.9441
H: 2.0102 -0.1820 -5.3965
H: 3.5716 0.0951 -4.6294
H: 2.8815 1.3211 -5.6948
H: 0.0114 -0.3889 -5.0688
H: -1.1749 -1.6826 -5.0213
H: 0.4740 -1.9873 -4.4783
H: -1.5377 1.1208 -3.5737
H: -2.2471 0.4078 -2.1278
H: -2.6896 -0.2088 -3.7225
H: -0.7385 -2.9884 -2.4761
H: -2.2651 -2.4154 -3.1279
H: -1.8107 -1.9801 -1.4844
N: 0.2232 -1.5014 1.9147
C: 0.2374 -2.2939 2.7422
C: 0.2555 -3.2912 3.7582
C: 1.1428 -3.1595 4.8259
C: 1.1534 -4.1319 5.8096
C: 0.2903 -5.2169 5.7239
C: -0.5915 -5.3396 4.6577
C: -0.6152 -4.3766 3.6650
H: 1.8056 -2.3070 4.8756
H: 1.8345 -4.0443 6.6437
H: 0.3045 -5.9740 6.4957
H: -1.2603 -6.1862 4.6006
H: -1.2972 -4.4533 2.8295
F: 2.6468 -0.3023 1.6380
C: 1.7801 0.7357 1.3182
F: 2.4937 1.5121 0.4445
C: 1.7101 1.5350 2.6551
F: 0.8115 0.9950 3.4892
F: 2.8862 1.5500 3.2956
F: 1.3494 2.8117 2.4494
Cl: -7.6934 -1.2360 4.0821
C: -6.1542 -0.9704 3.3418
C: -5.8324 -1.6586 2.1795
C: -4.5995 -1.4447 1.5917
C: -3.7016 -0.5467 2.1623
C: -4.0388 0.1371 3.3270
C: -5.2679 -0.0749 3.9232
C: -2.3897 -0.3240 1.5293
O: -1.9672 -1.0687 0.6001
O: -1.6419 0.6406 1.9219
H: -6.5443 -2.3472 1.7487
H: -4.3241 -1.9666 0.6862
H: -3.3288 0.8258 3.7634
H: -5.5444 0.4414 4.8306
C: -2.6701 5.2361 0.0577
N: -2.1372 3.8937 0.2804
C: -3.1760 2.8726 0.2739
C: -0.8546 3.5917 0.0540
S: -0.4286 2.0863 -0.7191
N: 0.0491 4.5543 0.2546
C: 1.3457 4.5693 -0.4032
C: -0.0869 5.5310 1.3302
H: -3.4675 5.1550 -0.6821
H: -1.9046 5.8970 -0.3333
H: -3.0866 5.6579 0.9726
H: -3.9862 3.2112 0.9188
H: -2.7808 1.9410 0.6528
H: -3.5635 2.7317 -0.7380
H: 1.2676 4.0937 -1.3747
H: 2.1037 4.0620 0.1885
H: 1.6315 5.6116 -0.5394
H: -0.8786 5.2294 2.0122
H: -0.2899 6.5346 0.9536
H: 0.8540 5.5514 1.8787

Computed properties:
- highest occupied orbital energy (spin up / spin down) (Eh) = -0.3895 / -0.3991
- HOMO-LUMO gap (spin up / spin down) (eV) = 7.731 / 6.972
- charge = +1
- spin multiplicity = 2

Atomic partial charges in e from the Löwdin method, atoms 1 to 6: number 1, Ir, carries 1.22; number 2, C, carries -0.20; number 3, C, carries -0.08; number 4, C, carries -0.08; number 5, C, carries 0.03; number 6, C, carries -0.13

2.
Formula: C38H50ClO4S3SiY
Source: the Open Molecules 2025 dataset
Level of theory: the ωB97M-V functional and the def2-TZVPD basis

Atoms and positions in Å:
Y: 0.6279 -0.7913 -0.0075
C: 0.0361 -3.3523 3.1423
C: 1.4846 -3.7231 3.4814
C: 1.7887 -3.4232 4.9447
C: 2.4168 -3.0360 2.5048
C: 2.5825 -3.5736 1.2273
C: 3.3390 -2.9234 0.2652
C: 3.9657 -1.7057 0.5525
C: 4.8434 -1.0357 -0.4705
C: 3.8125 -1.1804 1.8309
C: 3.0597 -1.8380 2.7951
H: -0.6670 -3.8674 3.8001
H: -0.2007 -3.6236 2.1104
H: -0.1196 -2.2755 3.2643
H: 1.5998 -4.8004 3.3229
H: 1.5774 -2.3801 5.1898
H: 2.8327 -3.6238 5.1880
H: 1.1624 -4.0389 5.5913
H: 2.0915 -4.5062 0.9759
H: 3.4465 -3.3523 -0.7229
H: 5.8102 -1.5398 -0.5307
H: 5.0310 0.0060 -0.2119
H: 4.3991 -1.0699 -1.4672
H: 4.2793 -0.2335 2.0754
H: 2.9523 -1.3839 3.7710
C: -5.5300 -1.5514 2.2866
C: -5.7532 -0.0855 1.8887
S: -4.3417 1.0018 2.1952
C: -3.5575 1.1067 0.5731
C: -3.1333 -0.1835 -0.1083
S: -2.0801 -1.2772 0.9138
C: -2.6767 -2.8940 0.3022
C: -3.8459 -3.4880 1.0696
S: -5.4693 -2.7083 0.8872
H: -6.3404 -1.8773 2.9386
H: -4.6037 -1.6505 2.8507
H: -6.5763 0.3253 2.4741
H: -6.0536 0.0042 0.8433
H: -2.7065 1.7684 0.7272
H: -4.2121 1.6334 -0.1247
H: -2.6248 0.0498 -1.0460
H: -4.0061 -0.7916 -0.3445
H: -1.8343 -3.5750 0.3725
H: -2.9040 -2.7835 -0.7568
H: -3.6053 -3.5884 2.1292
H: -3.9918 -4.5024 0.6909
C: 0.6032 3.0211 2.0076
C: -0.0277 1.6315 2.0118
C: -0.9287 1.4451 3.2288
C: 1.0284 0.5190 1.8927
H: -0.1562 3.8083 2.0173
H: 1.2491 3.1706 1.1399
H: 1.2254 3.1414 2.8990
H: -0.6965 1.5939 1.1275
H: -0.3349 1.5232 4.1437
H: -1.4063 0.4618 3.2217
H: -1.7190 2.1993 3.2697
H: 0.9657 -0.1482 2.7651
H: 2.0454 0.9274 1.9122
O: 1.5172 -2.0908 -1.9997
Cl: 0.3024 -2.8989 -1.9822
O: -0.8057 -1.9713 -2.0672
O: 0.2875 -3.8736 -2.9936
O: 0.2572 -3.4799 -0.6462
C: 1.6514 -0.0832 -6.3805
C: 2.4643 0.7951 -5.6815
C: 2.1084 1.2109 -4.4055
C: 0.9376 0.7622 -3.7897
C: 0.1373 -0.1287 -4.5134
C: 0.4819 -0.5431 -5.7913
Si: 0.5044 1.3058 -2.0217
C: 1.8143 2.6112 -1.5684
C: 2.9524 2.1952 -0.8748
C: 3.9400 3.0839 -0.4750
C: 3.7995 4.4354 -0.7552
C: 2.6842 4.8754 -1.4551
C: 1.7122 3.9719 -1.8621
C: -1.1350 2.2823 -2.1004
C: -1.3930 3.2362 -1.1062
C: -2.5660 3.9767 -1.0900
C: -3.5377 3.7606 -2.0582
C: -3.3110 2.8146 -3.0474
C: -2.1213 2.0973 -3.0717
H: 1.9272 -0.4100 -7.3752
H: 3.3792 1.1625 -6.1304
H: 2.7577 1.9051 -3.8831
H: -0.7667 -0.5257 -4.0712
H: -0.1599 -1.2338 -6.3243
H: 3.0760 1.1435 -0.6274
H: 4.8119 2.7265 0.0602
H: 4.5516 5.1425 -0.4291
H: 2.5718 5.9276 -1.6859
H: 0.8527 4.3371 -2.4130
H: -0.6494 3.4251 -0.3404
H: -2.7242 4.7202 -0.3177
H: -4.4582 4.3308 -2.0464
H: -4.0539 2.6483 -3.8182
H: -1.9518 1.3995 -3.8831

Computed properties:
- highest occupied orbital energy (Eh) = -0.2710
- HOMO-LUMO gap (eV) = 7.707
- spin multiplicity = 1

Atomic partial charges in e from the Löwdin method, atoms 1 to 6: number 1, Y, carries 1.34; number 2, C, carries -0.06; number 3, C, carries -0.37; number 4, C, carries -0.07; number 5, C, carries -0.21; number 6, C, carries -0.05

3.
Formula: C38H50CoF5N4O2SSe
Source: the Open Molecules 2025 dataset
Level of theory: the ωB97M-V functional and the def2-TZVPD basis

Atoms and positions in Å:
Co: -0.0634 2.1048 -0.7698
C: -1.3720 5.6284 1.4609
C: -0.7189 4.4944 0.7022
N: -1.4213 3.6852 -0.1015
N: -2.6980 4.0256 -0.3693
C: -3.5557 3.5940 -1.3139
N: -4.7358 4.3423 -1.3308
S: -3.3973 2.3741 -2.4271
C: 0.6753 4.2996 0.7376
C: 1.5793 5.1514 1.4238
C: 2.9274 4.9531 1.3524
C: 3.4196 3.8783 0.5952
C: 2.5065 3.0837 -0.0610
N: 1.1944 3.2591 -0.0107
H: -2.3285 5.3238 1.8926
H: -1.5299 6.4900 0.8069
H: -0.7414 5.9392 2.2866
H: -3.0336 4.8604 0.1111
H: -5.1297 4.5798 -0.4304
H: -5.4137 3.9461 -1.9666
H: 1.1974 5.9916 1.9793
H: 3.6097 5.6277 1.8515
H: 4.4771 3.7006 0.4924
H: 2.8537 2.2641 -0.6804
C: 5.0862 -3.2692 -0.2967
C: 4.5937 -2.8259 1.0852
C: 4.0813 -4.0708 1.8243
C: 5.7847 -2.2277 1.8468
C: 3.4735 -1.8001 0.9949
C: 2.9465 -1.3679 -0.2066
C: 1.9063 -0.4596 -0.2300
Se: 1.2283 0.0644 -1.9690
C: -0.4385 -0.9120 -1.8968
C: -0.5211 -2.1830 -2.4089
C: -1.7138 -2.8960 -2.3035
C: -2.7185 -2.3237 -1.5301
C: -2.6461 -1.0634 -0.9550
C: -1.5250 -0.2432 -1.2789
O: -1.4712 1.0193 -1.0419
C: -3.7603 -0.6323 -0.0024
C: -3.9602 -1.7289 1.0565
C: -3.4372 0.6552 0.7566
C: -5.0578 -0.4215 -0.7935
C: -1.8715 -4.2161 -3.0469
C: -0.8471 -5.2456 -2.5475
C: -1.6402 -3.9365 -4.5403
C: -3.2678 -4.8324 -2.9015
C: 1.3373 0.1225 0.9254
O: 0.3818 0.9932 0.8632
C: 1.8937 -0.3244 2.1660
C: 2.9057 -1.2644 2.1533
C: 1.3660 0.2551 3.4760
C: -0.1463 0.0185 3.5675
C: 2.0123 -0.3664 4.7216
C: 1.6574 1.7621 3.4912
H: 5.8714 -4.0163 -0.1849
H: 4.2768 -3.7130 -0.8711
H: 5.4934 -2.4288 -0.8533
H: 4.8598 -4.8317 1.8816
H: 3.7683 -3.8252 2.8355
H: 3.2277 -4.4882 1.2951
H: 6.5981 -2.9503 1.9079
H: 6.1468 -1.3397 1.3338
H: 5.5034 -1.9445 2.8576
H: 3.3167 -1.7086 -1.1624
H: 0.3511 -2.6103 -2.8833
H: -3.6142 -2.9002 -1.3598
H: -3.0212 -1.9323 1.5675
H: -4.6853 -1.3975 1.7998
H: -4.3237 -2.6553 0.6238
H: -2.4572 0.5912 1.2233
H: -3.4315 1.4984 0.0764
H: -4.1874 0.8317 1.5289
H: -5.3487 -1.3229 -1.3264
H: -5.8677 -0.1390 -0.1210
H: -4.9137 0.3754 -1.5201
H: 0.1695 -4.8892 -2.6892
H: -1.0004 -5.4410 -1.4882
H: -0.9591 -6.1831 -3.0915
H: -0.6268 -3.5913 -4.7210
H: -1.8100 -4.8376 -5.1283
H: -2.3240 -3.1601 -4.8783
H: -3.4674 -5.1142 -1.8698
H: -4.0343 -4.1396 -3.2400
H: -3.3281 -5.7322 -3.5137
H: 3.2998 -1.6071 3.0966
H: -0.3624 -1.0483 3.5328
H: -0.5398 0.4220 4.5000
H: -0.6403 0.5044 2.7322
H: 1.8101 -1.4346 4.7804
H: 3.0886 -0.2046 4.7316
H: 1.5953 0.1022 5.6128
H: 1.1518 2.2461 2.6623
H: 1.3136 2.2104 4.4229
H: 2.7269 1.9418 3.3952
F: 1.1189 4.2192 -2.4573
C: 0.1020 3.2594 -2.5563
F: -0.9862 4.0562 -2.8483
C: 0.4460 2.5466 -3.8756
F: 0.2256 3.2828 -4.9850
F: -0.2211 1.3992 -4.0656
F: 1.7556 2.2238 -3.9176

Computed properties:
- highest occupied orbital energy (spin up / spin down) (Eh) = -0.1392 / -0.1404
- HOMO-LUMO gap (spin up / spin down) (eV) = 5.277 / 5.337
- charge = -1
- spin multiplicity = 2

Atomic partial charges in e from the Löwdin method, atoms 1 to 6: number 1, Co, carries 0.39; number 2, C, carries -0.02; number 3, C, carries -0.21; number 4, N, carries 0.12; number 5, N, carries 0.02; number 6, C, carries -0.83

4.
Formula: C38H50CrN8O2P3
Source: the Open Molecules 2025 dataset
Level of theory: the ωB97M-V functional and the def2-TZVPD basis

Atoms and positions in Å:
Cr: 0.2619 0.1259 -0.6241
C: 4.1378 -2.6647 -3.5377
N: 2.9631 -2.4123 -2.6995
C: 1.9232 -3.2825 -2.5199
C: 1.0491 -2.6659 -1.6794
N: 1.5494 -1.4333 -1.3327
C: 2.7029 -1.2965 -1.9772
P: 3.8654 0.1041 -1.9239
C: 2.6274 1.4140 -2.1873
N: 1.4657 1.5950 -1.5532
C: 0.8784 2.6864 -2.1451
C: 1.7016 3.1911 -3.0970
N: 2.8037 2.3814 -3.1106
C: 3.9532 2.5416 -4.0056
C: 4.1579 0.3681 -0.1608
N: 3.2733 0.7314 0.7506
C: 4.0068 1.0249 1.8672
C: 5.3387 0.8333 1.6254
N: 5.4311 0.4237 0.3327
C: 6.6816 0.1259 -0.3679
H: 4.0585 -3.6682 -3.9424
H: 4.1817 -1.9543 -4.3590
H: 5.0501 -2.5953 -2.9513
H: 1.8949 -4.2532 -2.9859
H: 0.1242 -3.0472 -1.2880
H: -0.0944 3.0295 -1.8715
H: 1.5984 4.0427 -3.7487
H: 3.8858 3.5158 -4.4793
H: 4.8820 2.4881 -3.4456
H: 3.9497 1.7729 -4.7749
H: 3.5606 1.3743 2.7800
H: 6.2052 0.9582 2.2537
H: 7.4241 -0.1872 0.3594
H: 6.5309 -0.6817 -1.0771
H: 7.0503 1.0039 -0.8949
C: 0.9566 0.5159 3.2566
P: 0.2004 -0.4266 1.8813
C: -1.5938 -0.1389 2.2273
N: -2.1634 -0.7824 3.2097
C: -3.5028 -0.6307 3.3846
C: -4.1549 -1.3076 4.4400
C: -5.5038 -1.1725 4.5894
C: -6.2597 -0.3737 3.6948
C: -5.6552 0.2863 2.6661
C: -4.2552 0.1780 2.5004
N: -3.6361 0.8682 1.5077
C: -2.3437 0.7335 1.3878
P: -1.4941 1.7249 0.0982
C: -2.8092 1.8791 -1.1488
C: -1.3719 3.4429 0.8988
C: -0.0455 3.5418 1.6618
C: -1.4457 4.5749 -0.1442
C: -2.5325 3.6365 1.8786
C: 0.5640 -2.2009 2.4031
C: 0.5133 -2.3728 3.9262
C: -0.4253 -3.1772 1.7657
C: 1.9920 -2.5102 1.9255
H: 0.2613 0.5221 4.0941
H: 1.1862 1.5331 2.9574
H: 1.8754 0.0320 3.5751
H: -3.5647 -1.9237 5.1063
H: -6.0096 -1.6832 5.3985
H: -7.3292 -0.2880 3.8372
H: -6.2135 0.9030 1.9731
H: -3.6323 2.4653 -0.7441
H: -3.1826 0.8850 -1.3920
H: -2.4254 2.3467 -2.0549
H: 0.8048 3.1828 1.0749
H: -0.0995 2.9785 2.5921
H: 0.1458 4.5843 1.9278
H: -0.4935 4.7528 -0.6362
H: -1.6923 5.4992 0.3812
H: -2.2198 4.4247 -0.8977
H: -2.4663 2.9605 2.7317
H: -3.5087 3.4969 1.4112
H: -2.4851 4.6588 2.2605
H: -0.4251 -2.0193 4.3485
H: 1.3443 -1.8791 4.4301
H: 0.5992 -3.4411 4.1414
H: -1.4377 -3.0161 2.1377
H: -0.1270 -4.1929 2.0367
H: -0.4369 -3.1060 0.6818
H: 2.7243 -1.8300 2.3654
H: 2.0804 -2.4453 0.8437
H: 2.2564 -3.5250 2.2348
C: -1.1171 -0.4181 -4.7071
C: -1.1577 -0.5752 -3.2164
O: -0.3580 0.1256 -2.5632
C: -2.1101 -1.4511 -2.5889
C: -3.1119 -2.0959 -3.3474
C: -4.0816 -2.8525 -2.7450
C: -4.0789 -2.9745 -1.3480
C: -3.1116 -2.3610 -0.5850
C: -2.1001 -1.6066 -1.1915
O: -1.1748 -1.0757 -0.4001
H: -0.3252 0.2785 -4.9669
H: -2.0658 -0.0384 -5.0882
H: -0.9310 -1.3826 -5.1824
H: -3.1211 -1.9800 -4.4234
H: -4.8431 -3.3409 -3.3371
H: -4.8500 -3.5573 -0.8598
H: -3.0989 -2.4486 0.4952

Computed properties:
- highest occupied orbital energy (spin up / spin down) (Eh) = -0.4883 / -0.4886
- HOMO-LUMO gap (spin up / spin down) (eV) = 7.293 / 7.876
- charge = +2
- spin multiplicity = 2

Atomic partial charges in e from the Löwdin method, atoms 1 to 6: number 1, Cr, carries 0.59; number 2, C, carries -0.01; number 3, N, carries -0.11; number 4, C, carries -0.01; number 5, C, carries -0.09; number 6, N, carries 0.00